1.
One molecule with the formula C4H7N3. Source: OMol25; level of theory: wB97M-V/def2-TZVPD.

```
14
Properties=species:S:1:pos:R:3:lowdin_charge:R:1
H -3.14199 -0.01661 -0.37439 0.059
N -2.45147 0.66432 -0.69047 0.145
C -1.31811 0.33362 -0.20636 -0.456
C -1.30107 -0.89982 0.58314 -0.174
N -1.57355 -1.88849 1.12550 0.171
N -0.18095 1.08038 -0.32180 0.020
C 1.13254 0.46916 -0.51001 -0.236
C 1.44921 -0.56170 0.56404 -0.096
H -0.34563 1.99681 -0.72925 0.142
H 1.24888 0.03481 -1.51391 0.116
H 1.85611 1.28468 -0.44764 0.114
H 0.73185 -1.36421 0.65105 0.029
H 1.50719 -0.07116 1.53453 0.087
H 2.38698 -1.06180 0.33557 0.080
```

E_tot = -320.851401 hartree
HOMO = -0.3584 hartree
ΔE to the lowest compared entry with this formula, charge and spin = 0.868 eV
multiplicity = 1
orbital gap = 10.357 eV

***

2.
An isolated ion of composition C3H4O7P2 and charge -2. Source: OMol25; level of theory: wB97M-V/def2-TZVPD.

```
16
Properties=species:S:1:pos:R:3:lowdin_charge:R:1
O 0.84396 1.00366 2.60312 -0.305
P 0.14321 -0.29940 2.34531 0.158
O 0.48358 -1.44281 3.23309 -0.369
O -1.51007 -0.07157 2.49398 -0.181
O 0.33841 -0.90137 0.86591 -0.174
C 0.02270 -0.12879 -0.48029 -0.222
C -0.31313 1.16746 -0.44146 -0.204
O -0.53689 1.87739 0.69779 -0.092
C 0.24051 -0.92429 -1.63117 -0.473
O -0.56236 -0.49197 -2.75929 -0.372
P 1.12649 -0.00299 -2.98755 0.654
O 1.78412 -0.96764 -3.92929 -0.614
H -1.78883 -0.09307 1.56795 0.039
H -0.61520 1.81713 -1.28721 0.111
H 0.05099 1.37967 1.36797 -0.019
H 0.29252 -1.92141 -1.65886 0.062
```

E_tot = -1326.228767 hartree
net charge = -2
HOMO = -0.0195 hartree
ΔE to the lowest compared entry with this formula, charge and spin = 0.000 eV
multiplicity = 1
orbital gap = 6.823 eV

***

3.
C20H27Cl5O2PRuSi as an isolated structure. Source: OMol25; level of theory: wB97M-V/def2-TZVPD.

```
57
Properties=species:S:1:pos:R:3:lowdin_charge:R:1
Ru -0.35136 -0.12545 -0.00973 1.174
C 0.06604 -1.45269 -3.32716 -0.217
Si -0.72606 -0.05940 -2.37994 0.519
C -2.46078 0.35494 -2.88153 -0.190
C 0.42336 1.40957 -2.40450 -0.321
C 0.01516 2.67379 -2.85264 -0.097
C 0.87030 3.76032 -2.78828 -0.065
C 2.13878 3.61524 -2.23293 -0.063
C 2.56082 2.37758 -1.77558 -0.070
C 1.71323 1.27841 -1.87373 -0.125
H 0.45514 -1.03352 -4.25798 0.049
H -0.64918 -2.23823 -3.57042 0.014
H 0.89804 -1.89794 -2.78075 0.025
H -3.12379 -0.49629 -2.72332 0.026
H -2.48343 0.59917 -3.94709 0.049
H -2.85071 1.20046 -2.31380 0.037
H -0.97872 2.80384 -3.26573 0.107
H 0.54938 4.72361 -3.16257 0.114
H 2.80027 4.46937 -2.16944 0.112
H 3.55452 2.26601 -1.36091 0.110
H 2.07412 0.30370 -1.56291 0.080
Cl -1.82931 -2.79533 -1.14514 0.732
C -2.31493 -2.32845 0.44924 -0.683
C -1.63645 -1.27316 1.05006 -0.324
C -1.88280 -1.08638 2.41127 -0.689
Cl -0.86307 -0.03279 3.34276 0.722
C -2.86577 -1.80469 3.09295 -0.707
Cl -3.16480 -1.50813 4.75614 0.716
C -3.59845 -2.78488 2.42216 -0.704
Cl -4.82238 -3.65565 3.24219 0.725
C -3.29701 -3.07470 1.09343 -0.711
Cl -4.11899 -4.33703 0.28000 0.722
C 2.67517 -1.12715 2.45255 -0.152
P 1.92275 -2.15444 1.20451 0.637
C 3.19713 -3.09474 0.38074 -0.148
C 0.81032 -3.30554 1.99652 -0.139
O 1.24578 -1.28811 0.12104 -0.508
H 3.18304 -1.74324 3.19523 0.075
H 1.89877 -0.54010 2.94329 0.024
H 3.39509 -0.45701 1.98170 0.070
H 3.74054 -3.70612 1.10164 0.072
H 3.89109 -2.41340 -0.11056 0.069
H 2.74004 -3.74191 -0.36789 0.071
H 1.38568 -4.00618 2.60351 0.077
H 0.26245 -3.85578 1.22976 0.070
H 0.10267 -2.77469 2.63266 0.044
C 0.72283 2.90537 1.59758 -0.045
C -0.38453 2.74716 0.57213 -0.488
C -1.53499 3.71065 0.78304 -0.029
O -0.93314 1.42282 0.70777 -0.354
H 1.18304 3.88827 1.49316 0.092
H 1.49934 2.15250 1.43952 0.066
H 0.33114 2.80352 2.60982 0.075
H 0.02286 2.86863 -0.43056 0.087
H -1.96475 3.57063 1.77543 0.091
H -2.31465 3.55034 0.03858 0.083
H -1.17882 4.73721 0.69473 0.092
```

E_tot = -3955.307211 hartree
net charge = +1
HOMO = -0.4155 hartree
ΔE to the lowest compared entry with this formula, charge and spin = 0.031 eV
multiplicity = 1
orbital gap = 7.410 eV

***

Q: Look up the E_tot of the first one.
A: -320.851401 hartree

***

Q: Among the records above, which one has the lowest orbital gap?
A: C3H4O7P2

***

Q: Which value of E_tot does entry 3 give?
A: -3955.307211 hartree